1.
89
Properties=species:S:1:pos:R:3 method="wB97M-V/def2-TZVPD" charge=+2 e_tot_ev=-128373.2600 de_lowest_ev=2.6012 orbital_gap_ev=6.43
Ti -0.180 -0.032 0.105
Cl 1.949 6.574 1.573
C 1.383 4.947 1.562
C 0.236 4.608 2.286
C -0.233 3.312 2.295
C 0.420 2.334 1.552
O -0.014 1.067 1.564
C 1.584 2.669 0.831
C 2.371 1.621 0.240
N 1.884 0.474 -0.067
C 2.679 -0.766 -0.267
C 4.158 -0.621 -0.668
C 5.040 -1.652 -0.006
C 4.691 -2.408 1.028
C 3.350 -2.338 1.615
C 2.965 -3.046 2.755
C 1.665 -2.944 3.214
C 0.765 -2.159 2.509
N 1.114 -1.490 1.412
C 2.390 -1.557 1.005
C 2.069 3.984 0.863
H -0.276 5.376 2.851
H -1.110 3.042 2.868
H 3.435 1.824 0.128
H 4.521 0.345 -0.301
H 6.042 -1.729 -0.409
H 5.398 -3.101 1.465
H 3.685 -3.668 3.271
H 1.341 -3.473 4.099
H -0.265 -2.067 2.830
H 2.979 4.245 0.336
O -3.046 3.016 -0.216
C -2.912 3.467 -1.493
C -3.686 4.527 -1.955
C -3.570 4.965 -3.261
C -2.679 4.350 -4.137
C -1.909 3.302 -3.686
C -2.005 2.847 -2.363
C -1.171 1.724 -1.955
O -1.003 1.465 -0.656
N -0.568 0.963 -2.811
N 0.049 -0.042 -2.114
C 1.193 -0.474 -2.518
S 1.744 -1.792 -1.477
C 4.415 -0.648 -2.189
C 3.734 0.437 -3.025
S 2.119 0.148 -3.842
H -3.765 3.503 0.205
H -4.383 5.010 -1.279
H -4.180 5.792 -3.598
H -2.589 4.694 -5.157
H -1.207 2.811 -4.346
H 4.200 -1.640 -2.587
H 5.490 -0.500 -2.314
H 4.354 0.657 -3.894
H 3.644 1.370 -2.469
C -6.372 -0.397 -2.352
Si -5.775 0.002 -0.635
C -6.146 1.781 -0.210
C -6.510 -1.131 0.656
C -3.889 -0.354 -0.660
Te -2.895 -0.222 1.220
C -3.228 -2.210 1.925
Si -2.733 -3.685 0.834
C -1.330 -3.115 -0.293
C -2.152 -5.032 1.984
C -4.164 -4.306 -0.182
H -7.452 -0.253 -2.422
H -6.160 -1.433 -2.627
H -5.905 0.251 -3.096
H -7.230 1.922 -0.207
H -5.738 2.459 -0.964
H -5.781 2.064 0.780
H -7.595 -1.015 0.691
H -6.139 -0.904 1.658
H -6.301 -2.180 0.437
H -3.342 0.276 -1.361
H -3.774 -1.391 -0.993
H -4.278 -2.264 2.213
H -2.662 -2.261 2.861
H -0.338 -3.351 0.088
H -1.417 -2.019 -0.392
H -1.421 -3.537 -1.295
H -1.339 -4.706 2.638
H -1.799 -5.898 1.420
H -2.973 -5.368 2.621
H -4.455 -3.648 -1.005
H -5.047 -4.484 0.434
H -3.878 -5.264 -0.624



2.
89
Properties=species:S:1:pos:R:3 method="wB97M-V/def2-TZVPD" charge=+2 e_tot_ev=-126564.1181 de_lowest_ev=0.0000 orbital_gap_ev="5.87 / 5.87"
Rh 0.420 -1.062 0.735
N 0.214 0.976 0.480
C -0.317 1.580 1.729
C 0.335 0.896 2.914
N 0.082 -0.564 2.817
H 1.134 1.357 0.267
H -0.382 1.224 -0.310
H -1.397 1.413 1.740
H -0.147 2.658 1.743
H -0.034 1.313 3.851
H 1.416 1.042 2.884
H -0.851 -0.789 3.149
H 0.727 -1.076 3.414
C -3.519 -1.419 -0.775
N -2.887 -1.379 -2.088
C -2.606 -2.688 -2.679
C -2.333 -0.259 -2.539
O -2.126 0.721 -1.691
N -1.978 -0.110 -3.815
C -0.925 0.828 -4.197
C -2.651 -0.786 -4.925
H -4.332 -2.142 -0.806
H -3.925 -0.449 -0.509
H -2.797 -1.744 -0.018
H -2.364 -3.370 -1.865
H -1.744 -2.626 -3.336
H -3.466 -3.080 -3.221
H -0.301 1.054 -3.337
H -1.341 1.744 -4.618
H -0.301 0.349 -4.951
H -3.599 -1.199 -4.595
H -2.033 -1.573 -5.356
H -2.851 -0.041 -5.695
O 0.989 -2.969 1.187
C 2.194 -2.567 1.318
O 2.310 -1.270 1.226
C 3.324 -3.443 1.482
C 4.616 -2.920 1.447
C 5.727 -3.754 1.467
C 5.480 -5.110 1.516
O 6.374 -6.104 1.527
C 5.634 -7.337 1.501
O 4.246 -6.990 1.611
C 4.186 -5.635 1.565
C 3.084 -4.834 1.550
H 4.752 -1.849 1.376
H 6.736 -3.371 1.428
H 5.925 -7.944 2.356
H 5.812 -7.838 0.551
H 2.079 -5.231 1.572
O 4.027 -7.219 -1.502
C 4.443 -5.979 -1.828
O 5.603 -5.771 -2.030
C 3.413 -4.883 -1.863
C 3.897 -3.583 -1.941
C 3.027 -2.508 -1.881
C 1.660 -2.728 -1.731
S 0.602 -1.320 -1.501
C 1.166 -4.028 -1.707
C 2.040 -5.100 -1.781
H 3.098 -7.234 -1.243
H 4.965 -3.434 -2.031
H 3.406 -1.495 -1.922
H 0.103 -4.201 -1.599
H 1.624 -6.101 -1.769
Ge -3.047 2.391 -1.834
C -4.736 2.058 -0.997
C -5.871 1.907 -1.794
C -7.099 1.614 -1.216
C -7.199 1.471 0.160
C -6.075 1.622 0.964
C -4.849 1.914 0.388
C -1.814 3.545 -0.912
C -0.488 3.658 -1.341
C 0.390 4.516 -0.697
C -0.054 5.284 0.374
C -1.373 5.197 0.795
C -2.251 4.330 0.155
H -3.158 2.568 -3.347
H -5.806 2.026 -2.870
H -7.978 1.506 -1.838
H -8.157 1.250 0.610
H -6.161 1.520 2.038
H -3.979 2.035 1.025
H -0.137 3.091 -2.198
H 1.410 4.612 -1.047
H 0.625 5.971 0.864
H -1.725 5.815 1.611
H -3.284 4.290 0.478



3.
82
Properties=species:S:1:pos:R:3 method="wB97M-V/def2-TZVPD" charge=+1 spin_multiplicity=5 e_tot_ev=-93318.1345 de_lowest_ev=0.6322 orbital_gap_ev="5.03 / 5.16"
Mn -0.537 0.528 0.211
C -2.194 -0.947 3.955
C -3.177 -0.831 2.781
C -4.067 0.391 3.026
P -2.269 -0.695 1.184
C -3.496 -0.872 -0.183
C -3.994 0.503 -0.639
C -4.679 -1.793 0.096
C -1.304 -2.271 1.014
C -1.835 -3.482 1.515
C -1.141 -4.693 1.423
C -1.717 -5.957 1.979
C 0.124 -4.688 0.849
C 0.664 -3.502 0.343
C -0.024 -2.268 0.382
N 0.474 -1.108 -0.140
C 1.688 -1.096 -0.748
C 2.828 -0.614 -0.055
C 2.716 -0.164 1.382
C 4.080 -0.546 -0.692
C 4.232 -0.924 -2.027
C 5.573 -0.876 -2.689
C 3.114 -1.390 -2.722
C 1.847 -1.454 -2.111
C 0.679 -1.952 -2.926
H -2.736 -1.016 4.905
H -1.529 -0.077 4.015
H -1.565 -1.840 3.882
H -3.820 -1.716 2.790
H -3.497 1.327 2.991
H -4.544 0.330 4.011
H -4.873 0.462 2.290
H -2.950 -1.294 -1.037
H -4.574 1.014 0.136
H -4.639 0.405 -1.519
H -3.161 1.158 -0.917
H -5.311 -1.422 0.909
H -4.360 -2.807 0.353
H -5.314 -1.876 -0.793
H -2.810 -3.489 1.986
H -2.802 -5.879 2.104
H -1.269 -6.178 2.952
H -1.529 -6.796 1.300
H 0.710 -5.598 0.779
H 1.656 -3.547 -0.101
H 2.417 -0.999 2.023
H 1.990 0.651 1.473
H 3.673 0.212 1.758
H 4.939 -0.186 -0.134
H 6.219 -0.128 -2.217
H 5.477 -0.599 -3.744
H 6.060 -1.854 -2.620
H 3.217 -1.701 -3.758
H 0.900 -1.906 -3.998
H -0.211 -1.336 -2.764
H 0.457 -2.993 -2.673
N 1.359 3.913 -1.088
C 2.597 3.734 -1.722
C 3.320 4.853 -2.166
C 4.576 4.704 -2.757
C 5.130 3.435 -2.898
C 4.427 2.320 -2.444
C 3.167 2.466 -1.848
S 2.310 1.021 -1.280
N 0.909 1.606 -0.608
C 0.595 2.871 -0.576
C -0.749 3.235 0.102
C -1.156 4.560 0.259
C -2.390 4.823 0.857
C -3.180 3.769 1.294
C -2.703 2.484 1.119
N -1.518 2.200 0.542
H 0.954 4.825 -1.212
H 2.913 5.854 -2.053
H 5.125 5.577 -3.100
H 6.108 3.312 -3.355
H 4.871 1.332 -2.551
H -0.553 5.400 -0.055
H -2.729 5.848 0.985
H -4.143 3.943 1.762
H -3.275 1.621 1.447
H 0.229 0.672 1.754



4.
94
Properties=species:S:1:pos:R:3 method="wB97M-V/def2-TZVPD" charge=-1 spin_multiplicity=5 e_tot_ev=-85000.0244 de_lowest_ev=1.8802 orbital_gap_ev="3.17 / 5.45"
Rh 2.093 1.521 1.555
C -1.614 3.028 4.942
N -1.374 1.643 4.590
C -2.154 0.567 4.953
C -1.612 -0.522 4.400
N -0.474 -0.127 3.688
C -0.334 1.234 3.820
S 0.799 2.372 3.322
C 0.295 -1.064 2.929
C 0.025 -2.422 3.067
C 0.808 -3.328 2.371
C 1.809 -2.865 1.545
C 1.968 -1.496 1.431
N 1.236 -0.612 2.118
H -2.534 3.075 5.520
H -1.708 3.626 4.035
H -0.785 3.417 5.531
H -3.028 0.675 5.570
H -1.940 -1.537 4.465
H -0.756 -2.792 3.707
H 0.621 -4.389 2.478
H 2.441 -3.527 0.972
H 2.713 -1.083 0.767
N 5.376 0.456 1.368
C 4.777 0.439 2.601
N 5.347 -0.036 3.694
N 4.403 0.107 4.649
N 3.335 0.629 4.169
N 3.542 0.874 2.847
C 4.756 0.838 0.200
N 5.375 0.916 -0.957
N 4.412 1.317 -1.822
N 3.291 1.468 -1.228
N 3.464 1.162 0.087
H 6.344 0.194 1.312
C -1.654 1.151 -1.525
C -2.030 1.584 -0.105
C -1.614 0.529 0.923
C -1.504 2.975 0.166
C -2.396 4.023 0.294
C -1.969 5.341 0.409
C -0.612 5.636 0.315
C 0.344 4.647 0.186
C 1.777 5.067 -0.091
C 2.284 4.459 -1.401
C 2.768 4.848 1.051
C -0.100 3.275 0.224
N 0.759 2.292 0.395
H -2.135 0.208 -1.781
H -0.580 0.986 -1.629
H -1.965 1.896 -2.261
H -3.120 1.676 -0.055
H -0.543 0.328 0.870
H -2.120 -0.412 0.702
H -1.883 0.838 1.940
H -3.457 3.801 0.282
H -2.691 6.140 0.517
H -0.289 6.670 0.314
H 1.716 6.151 -0.232
H 2.355 3.371 -1.350
H 3.278 4.846 -1.633
H 1.617 4.712 -2.228
H 2.956 3.789 1.242
H 2.425 5.304 1.982
H 3.733 5.284 0.785
C 0.097 -5.619 -0.324
C -1.172 -5.234 -1.073
C -1.792 -3.943 -0.531
N -0.919 -2.790 -0.597
C -0.453 -2.202 -1.763
S 0.958 -1.294 -1.657
N -1.195 -2.453 -2.848
C -1.235 -1.815 -4.156
O -0.753 -0.687 -4.318
C -1.959 -2.585 -5.115
C -2.400 -3.933 -4.937
C -3.155 -4.571 -5.901
C -3.501 -3.937 -7.095
C -3.044 -2.623 -7.303
C -2.298 -1.967 -6.357
H 0.533 -6.534 -0.725
H -0.107 -5.782 0.740
H 0.848 -4.831 -0.413
H -1.915 -6.033 -1.005
H -0.938 -5.108 -2.133
H -2.049 -4.080 0.523
H -2.737 -3.731 -1.043
H -0.246 -2.690 0.145
H -1.951 -3.107 -2.724
H -2.104 -4.508 -4.066
H -3.463 -5.598 -5.730
H -4.085 -4.450 -7.848
H -3.285 -2.114 -8.231
H -1.949 -0.955 -6.521



5.
81
Properties=species:S:1:pos:R:3 method="wB97M-V/def2-TZVPD" charge=+2 e_tot_ev=-62202.6018 de_lowest_ev=2.0928 orbital_gap_ev=7.27
Ru 0.169 -0.444 -0.078
C -1.078 -2.172 -0.115
C -0.086 -2.298 -1.124
C 1.274 -2.178 -0.774
C 1.647 -1.985 0.580
C 0.664 -1.954 1.585
C -0.695 -2.023 1.240
H -2.125 -2.173 -0.384
H -0.377 -2.419 -2.156
H 2.034 -2.195 -1.543
H 2.687 -1.841 0.835
H 0.954 -1.792 2.614
H -1.456 -1.901 1.999
C 0.559 0.038 -3.537
C -0.370 0.870 -2.688
O -1.199 1.602 -3.228
N -0.259 0.861 -1.315
Te -1.152 3.398 -1.138
C -1.545 5.344 -0.454
C -0.775 6.341 -1.084
C 0.299 6.103 -2.123
C -1.037 7.673 -0.774
C -2.009 8.038 0.141
C -2.271 9.476 0.474
C -2.741 7.027 0.767
C -2.537 5.690 0.488
C -3.380 4.670 1.208
C -3.153 2.761 -1.263
C -3.794 3.374 -2.342
C -3.129 4.321 -3.310
C -5.142 3.090 -2.545
C -5.839 2.220 -1.723
C -7.294 1.926 -1.946
C -5.149 1.611 -0.675
C -3.811 1.864 -0.421
C -3.149 1.191 0.748
H 0.755 0.570 -4.465
H 0.058 -0.893 -3.803
H 1.494 -0.187 -3.027
H 0.759 5.117 -2.096
H 1.100 6.828 -1.990
H -0.101 6.249 -3.129
H -0.452 8.444 -1.263
H -1.684 10.146 -0.150
H -2.022 9.677 1.518
H -3.326 9.716 0.342
H -3.496 7.299 1.496
H -3.941 5.146 2.009
H -2.762 3.887 1.655
H -4.097 4.196 0.538
H -2.036 4.245 -3.355
H -3.379 5.359 -3.084
H -3.455 4.095 -4.325
H -5.648 3.558 -3.381
H -7.672 2.434 -2.831
H -7.886 2.250 -1.089
H -7.458 0.855 -2.069
H -5.678 0.920 -0.028
H -3.837 0.494 1.222
H -2.853 1.923 1.507
H -2.265 0.634 0.428
C 6.033 2.477 1.234
C 4.547 2.287 1.303
C 3.957 1.582 2.351
C 2.583 1.428 2.432
C 1.788 1.988 1.440
C 2.343 2.683 0.376
C 3.717 2.833 0.322
S 0.031 1.713 1.462
C -0.372 1.938 3.183
O -0.580 3.000 0.850
H 6.549 1.874 1.978
H 6.289 3.523 1.409
H 6.413 2.211 0.247
H 4.582 1.157 3.127
H 2.159 0.881 3.264
H 1.722 3.101 -0.405
H 4.155 3.385 -0.500
H 0.124 2.843 3.525
H -0.043 1.061 3.738
H -1.456 2.023 3.238